{"formula": "C6H35NO13", "method": "ωB97M-V/def2-TZVPD", "relative_energy_kcal_mol": 69.5, "orbital_gap_ev": 8.716, "e_tot_ha": -1282.41366, "homo_energy_ev": -8.8, "charge": 0, "species": ["H", "H", "N", "H", "H", "H", "H", "O", "C", "O", "O", "H", "H", "H", "O", "H", "H", "H", "H", "H", "O", "H", "H", "H", "O", "H", "H", "O", "H", "O", "H", "C", "H", "H", "H", "H", "C", "O", "H", "C", "H", "H", "C", "H", "H", "O", "O", "H", "O", "O", "H", "H", "C", "H", "H"], "positions_angstrom": [[1.61233, 2.72054, -3.66643], [-2.45193, -1.08160, -2.27059], [1.69487, -1.31039, 0.31504], [-0.43850, 2.02564, 2.82089], [-0.55405, 4.50343, -0.68943], [-3.93776, 0.30209, -0.66294], [-0.41213, 2.57045, -0.80439], [1.07995, -1.30657, 2.39982], [-0.72293, -1.60755, 0.75136], [-1.65470, -0.99977, -2.81532], [0.15224, 4.06138, -1.19934], [-1.17499, -0.62241, 0.39739], [-3.93809, 1.48479, 2.27697], [4.55691, -0.99337, -0.86603], [-3.51185, -0.77508, 0.87252], [3.18945, -0.75342, 1.76697], [1.07139, 1.78590, -2.41104], [0.51518, -0.13335, -0.94607], [-0.60237, 1.83104, 0.50574], [-3.62258, -0.25032, 1.62764], [0.88123, 2.36903, -3.16626], [-2.67704, 0.80270, -1.15162], [0.14273, -4.60241, -0.50107], [-2.56718, 1.42538, 3.01663], [-2.66770, -0.54804, 3.57666], [-2.10164, -1.04673, 4.18098], [3.64241, -2.13042, 0.62391], [-0.86781, 1.79642, -0.40903], [2.77525, 0.68903, -2.01399], [-2.97949, 1.34817, 2.14505], [4.03139, 0.65455, -0.10168], [2.72974, -0.31336, -1.62556], [-0.63366, -2.35921, -1.68858], [1.71056, 3.68952, 0.45545], [2.90534, 4.02385, 1.58572], [-1.99514, -0.31218, 2.90757], [3.75568, -0.36693, -0.49498], [-0.56973, -3.32506, -1.80385], [-3.22622, -1.66478, 0.98052], [3.08731, -1.14887, 0.69305], [-0.07696, 3.92952, -2.14117], [-1.35740, -1.96763, 1.54070], [0.65844, -1.41465, 1.24474], [-1.71655, -0.02412, -2.87497], [-0.80947, -2.33640, -0.07837], [2.29409, 3.43342, 1.17616], [0.77728, -4.61353, 0.23425], [0.77307, 1.13731, 2.46655], [-3.60862, 0.93419, -1.31902], [-0.16420, 1.10636, 2.75503], [2.95784, -0.72773, -2.62678], [0.13237, -3.49217, -2.42291], [1.37900, -0.79799, -1.05236], [1.40323, -3.91847, 0.05486], [1.13143, -1.68021, -1.56843]], "atomic_forces_ev_per_a": [[0.7, -0.4, 0.4], [-0.2, -0.7, -0.1], [-1.3, 0.5, -1.0], [0.2, 0.2, 0.0], [0.2, -0.1, -0.9], [-0.4, 0.0, 0.1], [-0.2, -0.4, 0.2], [-2.0, -0.7, 0.2], [-1.0, 0.9, -1.0], [-0.5, 1.3, 0.5], [0.0, 0.6, 0.4], [0.7, -1.1, 0.5], [0.7, 0.3, 0.1], [0.8, 0.6, 0.3], [-0.8, -0.5, -3.5], [-0.1, -0.3, -1.9], [0.7, 0.4, -0.7], [0.4, 0.2, -0.6], [-0.1, -0.3, 0.7], [0.3, 0.4, 2.0], [-1.5, -0.1, 0.2], [0.7, 0.7, 0.2], [0.3, 0.3, 0.3], [-0.6, -0.1, -0.1], [1.3, -0.7, 0.4], [-0.3, -0.1, 0.3], [-0.9, 0.5, 0.8], [0.2, -0.2, -0.7], [-0.8, 1.1, 0.4], [-0.6, 1.6, -0.3], [0.1, -1.1, -0.9], [-0.6, 1.1, -0.6], [0.0, -0.5, -0.9], [0.6, 1.0, 0.1], [0.0, 1.2, -0.4], [-0.4, -0.1, 0.2], [-0.4, 0.2, 1.2], [-0.5, -0.1, 0.3], [0.0, -0.7, 0.9], [1.0, -0.7, 0.2], [0.0, 0.2, 0.5], [0.0, -0.1, 0.5], [3.9, 0.6, 0.7], [0.6, -0.5, -0.5], [0.3, 0.5, 1.0], [-0.8, -2.3, 0.2], [-0.4, -0.8, 0.2], [-0.7, -0.2, 0.4], [-0.3, -0.5, -0.2], [0.5, 0.3, -0.5], [0.3, -1.1, 1.0], [0.3, 0.1, -0.6], [1.0, -0.4, 1.2], [0.2, 0.5, -0.1], [-0.7, -0.6, -1.2]], "mulliken_charge": [0.273, 0.369, 0.424, 0.263, 0.317, 0.452, 0.302, -0.739, -0.451, -0.673, -0.674, 0.169, 0.281, 0.254, -0.623, 0.329, 0.342, 0.347, 0.105, 0.320, -0.676, 0.082, 0.376, 0.329, -0.631, 0.319, 0.159, -0.227, 0.187, -0.580, 0.292, -0.746, -0.061, 0.315, 0.262, 0.228, -0.540, -0.672, 0.271, -0.772, 0.320, 0.526, -0.058, 0.330, 0.588, -0.590, -0.651, 0.253, -0.721, -0.553, 0.457, 0.385, 0.412, 0.288, -0.287]}